A 11-piece molecular cluster, C18H59N13O11 overall at a distorted geometry. Source: the Open Molecules 2025 dataset; level of theory: the ωB97M-V functional and the def2-TZVPD basis.

Bonds (Å) are listed after each position.
CARTESIAN COORDINATES (ANGSTROEM)
1 H -3.91956 3.34103 -0.81095  N72 1.004
2 H 6.12059 4.31051 -0.04617  N53 1.002
3 N 1.34851 -4.65098 -0.70362  H26 1.002, C57 1.379, H62 1.000
4 H -1.60417 0.34650 2.68979  C90 1.098
5 H -3.53941 -1.95017 3.09484  C71 1.096
6 N -4.03945 -2.40808 -0.06982  H42 1.004, C67 1.367, H76 1.005
7 O -1.57455 -3.75868 3.01342  C8 1.414, C23 1.410
8 C -2.43653 -4.37288 2.07617  O7 1.414, H43 1.093, H50 1.090, H96 1.092
9 H -2.78327 -0.23280 1.58717  C90 1.095
10 O 0.06907 -6.00694 0.56677  C57 1.216
11 H -1.03326 1.87785 -4.02336  C87 1.096
12 H -0.65811 3.26025 6.13297  C66 1.098
13 H -2.43008 4.49735 -3.56415  C81 1.092
14 H -1.76895 -1.97515 5.21759  N77 1.007
15 H 4.06391 0.48536 0.91650  N82 1.006
16 H 1.66227 -0.34822 -0.88797  C30 1.085
17 H 3.57327 -3.39645 -3.57061  O97 0.961
18 H 2.77935 3.45370 -0.52473  N95 1.005
19 H 2.66115 -0.88187 -2.74261  C25 1.084
20 H 0.53742 2.72334 3.32254  C49 1.092
21 N 1.15970 -4.25951 1.55306  H38 1.006, H47 1.004, C57 1.357
22 H 1.80289 -1.57961 -5.09963  C98 1.096
23 C -1.42015 -2.37672 2.78105  O7 1.410, H29 1.106, H40 1.093, C71 1.522
24 H 3.87172 2.89398 -3.07634  N75 1.002
25 C 2.46871 -1.87215 -3.13917  H19 1.084, H84 1.096, O97 1.431, C98 1.537
26 H 1.98581 -3.87935 -0.66291  N3 1.002
27 H 1.45881 0.59570 -3.97058  N51 1.004
28 H -3.32847 0.52211 3.11455  C90 1.088
29 H -1.23125 -2.24556 1.69964  C23 1.106
30 C 0.59747 -0.32675 -0.67975  H16 1.085, C46 1.527, O63 1.480, H99 1.089
31 O -3.19666 0.24544 -1.10378  C79 1.232
32 H -2.21477 -0.39225 5.03840  N77 1.007
33 H -5.32285 2.09045 0.32151  N35 1.003
34 C 4.53921 3.11424 0.55286  O45 1.223, N53 1.368, N95 1.366
35 N -4.90864 1.21417 0.06202  H33 1.003, H44 1.001, C79 1.375
36 O 2.90937 3.00114 -5.38361  C48 1.216
37 H -1.91311 4.04899 -5.27361  C81 1.084
38 H 1.88336 -3.56537 1.47389  N21 1.006
39 H 3.43890 -1.06194 0.47961  N82 1.005
40 H -0.49684 -2.04755 3.26441  C23 1.093
41 H -2.50927 2.63467 -1.54377  N72 1.027
42 H -4.77809 -2.88556 0.41389  N6 1.004
43 H -3.45364 -3.97383 2.07201  C8 1.093
44 H -5.19128 0.35932 0.50040  N35 1.001
45 O 5.14344 2.35829 1.30092  C34 1.223
46 C 0.30590 0.78480 0.32536  C30 1.527, H80 1.104, H88 1.090, H101 1.089
47 H 0.77469 -4.44682 2.46128  N21 1.004
48 C 2.65446 2.17281 -4.53049  O36 1.216, N51 1.378, N75 1.366
49 C 0.27568 2.42992 4.34087  H20 1.092, H61 1.106, C66 1.525, H92 1.085
50 H -1.96651 -4.41136 1.09301  C8 1.090
51 N 1.66342 1.23365 -4.71794  H27 1.004, C48 1.378, H100 1.001
52 H -2.44269 -1.74237 -1.74844  N74 1.004
53 N 5.13031 4.16667 -0.09112  H2 1.002, C34 1.368, H56 1.003
54 H 0.43467 -1.49323 -4.00166  C98 1.089
55 O -4.02768 -4.36641 -1.22152  C67 1.225
56 H 4.54617 4.82599 -0.57177  N53 1.003
57 C 0.82459 -5.05589 0.50612  N3 1.379, O10 1.216, N21 1.357
58 H 3.08749 1.39278 -2.65634  N75 1.001
59 H -3.03754 3.07583 -4.23949  C81 1.094
60 H 3.75076 1.16126 3.11334  N70 1.007
61 H 1.24879 2.55517 4.85185  C49 1.106
62 H 1.20074 -5.23644 -1.50102  N3 1.000
63 O -0.15017 0.17701 -1.85325  C30 1.480, H93 0.969
64 H -1.61893 3.34385 4.75913  C66 1.098
65 H -0.01344 3.26858 -4.11032  C87 1.094
66 C -0.57135 3.47502 5.06009  H12 1.098, C49 1.525, H64 1.098, O86 1.406
67 C -3.65034 -3.20593 -1.10931  N6 1.367, O55 1.225, N74 1.380
68 H -0.62459 2.08934 -2.01534  O94 0.967
69 H 2.72035 2.13173 0.53694  N95 1.005
70 N 3.09131 0.41963 3.28524  H60 1.007, C78 1.369, H91 1.003
71 C -2.55755 -1.51283 3.30749  H5 1.096, C23 1.522, N77 1.468, C90 1.523
72 N -3.39410 2.51630 -1.03688  H1 1.004, H41 1.027, C79 1.350
73 H 1.25633 -3.08184 -4.42255  C98 1.088
74 N -2.65849 -2.70636 -1.92823  H52 1.004, C67 1.380, H83 1.000
75 N 3.24465 2.14493 -3.29849  H24 1.002, C48 1.366, H58 1.001
76 H -3.59986 -1.50861 0.01427  N6 1.005
77 N -2.40133 -1.34124 4.75672  H14 1.007, H32 1.007, C71 1.468
78 C 3.00534 -0.60058 2.37692  N70 1.369, N82 1.355, O85 1.230
79 C -3.78114 1.26177 -0.72431  O31 1.232, N35 1.375, N72 1.350
80 H 0.85295 0.66122 1.27619  C46 1.104
81 C -2.14904 3.71301 -4.27049  H13 1.092, H37 1.084, H59 1.094, C87 1.522
82 N 3.62108 -0.37584 1.19045  H15 1.006, H39 1.005, C78 1.355
83 H -2.43624 -3.23008 -2.75040  N74 1.000
84 H 2.09785 -2.52523 -2.34039  C25 1.096
85 O 2.45811 -1.64988 2.71256  C78 1.230
86 O -0.15175 4.79516 4.81937  C66 1.406, H89 0.964
87 C -0.97279 2.92618 -3.71056  H11 1.096, H65 1.094, C81 1.522, O94 1.440
88 H -0.73028 0.77704 0.66452  C46 1.090
89 H 0.79088 4.80888 5.02229  O86 0.964
90 C -2.59003 -0.13504 2.66032  H4 1.098, H9 1.095, H28 1.088, C71 1.523
91 H 2.70040 0.18951 4.17931  N70 1.003
92 H 0.00867 1.37956 4.39063  C49 1.085
93 H -1.08207 0.00404 -1.65284  O63 0.969
94 O -0.97102 2.95551 -2.27043  H68 0.967, C87 1.440
95 N 3.22978 2.93306 0.20799  H18 1.005, C34 1.366, H69 1.005
96 H -2.62256 -5.40279 2.38828  C8 1.092
97 O 3.67597 -2.44404 -3.65094  H17 0.961, C25 1.431
98 C 1.36499 -2.02325 -4.19793  H22 1.096, C25 1.537, H54 1.089, H73 1.088
99 H 0.17575 -1.31981 -0.53513  C30 1.089
100 H 1.05700 1.34970 -5.50600  N51 1.001
101 H 0.62984 1.76994 -0.00581  C46 1.089

Values from the calculation:
Frontier orbital gap: 8.81 eV
HOMO energy: -8.88 eV
Structure (SMILES): COC[C@H](C)N.NC(N)=O.NC(N)=O.NC(N)=O.NC(N)=O.NC(N)=O.NC(N)=O.CCO.CCO.CCO.CCO

Mulliken population analysis, charges in e, atoms 1 to 99: atom 1 (H): 0.182, atom 2 (H): 0.228, atom 3 (N): -0.273, atom 4 (H): -0.117, atom 5 (H): 0.200, atom 6 (N): -0.184, atom 7 (O): -0.503, atom 8 (C): -0.407, atom 9 (H): -0.775, atom 10 (O): -0.639, atom 11 (H): 0.050, atom 12 (H): 0.296, atom 13 (H): 0.271, atom 14 (H): 0.271, atom 15 (H): 0.097, atom 16 (H): -0.427, atom 17 (H): 0.380, atom 18 (H): 0.203, atom 19 (H): -0.401, atom 20 (H): 0.408, atom 21 (N): -0.208, atom 22 (H): 0.400, atom 23 (C): -0.526, atom 24 (H): 0.158, atom 25 (C): 1.579, atom 26 (H): 0.068, atom 27 (H): -0.165, atom 28 (H): 0.537, atom 29 (H): 0.007, atom 30 (C): 0.826, atom 31 (O): -0.566, atom 32 (H): 0.215, atom 33 (H): 0.150, atom 34 (C): 0.653, atom 35 (N): -0.351, atom 36 (O): -0.687, atom 37 (H): 0.429, atom 38 (H): 0.139, atom 39 (H): 0.036, atom 40 (H): 0.427, atom 41 (H): 0.223, atom 42 (H): 0.281, atom 43 (H): 0.153, atom 44 (H): 0.245, atom 45 (O): -0.653, atom 46 (C): 0.090, atom 47 (H): 0.201, atom 48 (C): 0.596, atom 49 (C): -0.901, atom 50 (H): 0.059, atom 51 (N): -0.117, atom 52 (H): 0.172, atom 53 (N): -0.430, atom 54 (H): 0.203, atom 55 (O): -0.716, atom 56 (H): 0.180, atom 57 (C): 0.548, atom 58 (H): 0.124, atom 59 (H): 0.276, atom 60 (H): 0.210, atom 61 (H): 0.384, atom 62 (H): 0.155, atom 63 (O): -0.144, atom 64 (H): 0.288, atom 65 (H): 0.277, atom 66 (C): -0.537, atom 67 (C): 0.371, atom 68 (H): 0.299, atom 69 (H): 0.044, atom 70 (N): -0.260, atom 71 (C): 0.920, atom 72 (N): -0.305, atom 73 (H): 0.393, atom 74 (N): -0.203, atom 75 (N): -0.224, atom 76 (H): -0.018, atom 77 (N): -0.677, atom 78 (C): 0.492, atom 79 (C): 0.544, atom 80 (H): -0.265, atom 81 (C): -1.341, atom 82 (N): -0.208, atom 83 (H): 0.186, atom 84 (H): -0.578, atom 85 (O): -0.632, atom 86 (O): -0.517, atom 87 (C): 0.273, atom 88 (H): -0.479, atom 89 (H): 0.320, atom 90 (C): 0.047, atom 91 (H): 0.209, atom 92 (H): 0.250, atom 93 (H): 0.025, atom 94 (O): -0.772, atom 95 (N): -0.199, atom 96 (H): 0.307, atom 97 (O): -0.610, atom 98 (C): -1.266, atom 99 (H): 0.156

=====

A 6-piece molecular cluster, H12O6 overall at a distorted geometry. Source: the Open Molecules 2025 dataset; level of theory: the ωB97M-V functional and the def2-TZVPD basis.

Bonds (Å) are listed after each position.
CARTESIAN COORDINATES (ANGSTROEM)
1 H -2.75001 0.06591 -1.59786  O12 0.957
2 H -0.53098 -0.79600 2.77308  O16 0.957
3 H 1.73659 -0.74703 -1.59375  O10 0.957
4 H 0.93590 -1.73190 0.35352  O7 0.957
5 H 1.25924 -2.72252 -0.74468  O7 0.957
6 H 0.16065 3.10206 -0.92033  O11 0.957
7 O 0.75220 -2.62470 0.06129  H4 0.957, H5 0.957
8 H -0.09108 1.20692 0.88547  O13 0.957
9 H 0.75269 -1.39121 3.31142  O16 0.957
10 O 0.84483 -0.41016 -1.50709  H3 0.957, H17 0.957
11 O 0.59359 2.82865 -0.11160  H6 0.957, H14 0.957
12 O -3.08674 0.91211 -1.30324  H1 0.957, H18 0.957
13 O -0.14239 0.25112 0.89175  H8 0.957, H15 0.957
14 H 1.26015 2.20324 -0.39581  O11 0.957
15 H 0.14763 -0.01053 0.01788  O13 0.957
16 O -0.19310 -1.53496 3.27904  H2 0.957, H9 0.957
17 H 0.65802 -0.00494 -2.35393  O10 0.957
18 H -2.30717 1.40393 -1.04516  O12 0.957

Values from the calculation:
Charge: -1
2S+1: 2
Frontier orbital gap (alpha / beta): 3.80 / 11.04 eV
HOMO energy (alpha / beta): -0.17 / -7.59 eV

List of natural (NBO) charges in e, atom by atom: atom 1 (H): 0.469, atom 2 (H): 0.495, atom 3 (H): 0.356, atom 4 (H): 0.471, atom 5 (H): 0.452, atom 6 (H): 0.438, atom 7 (O): -0.955, atom 8 (H): 0.485, atom 9 (H): 0.460, atom 10 (O): -1.417, atom 11 (O): -1.035, atom 12 (O): -0.972, atom 13 (O): -1.035, atom 14 (H): 0.458, atom 15 (H): 0.491, atom 16 (O): -0.959, atom 17 (H): 0.334, atom 18 (H): 0.465

=====

A 2-piece molecular cluster, C8H10F6O4 overall at a distorted geometry. Source: the Open Molecules 2025 dataset; level of theory: the ωB97M-V functional and the def2-TZVPD basis.

Bonds (Å) are listed after each position.
CARTESIAN COORDINATES (ANGSTROEM)
1 C 0.44552 -5.19835 -1.32500  F2 1.317, F12 1.295, F19 1.289, C22 1.537
2 F 0.67975 -4.51180 -2.42437  C1 1.317
3 O 0.17583 2.78119 -1.81320  C20 1.226
4 H -3.32882 -3.66786 1.62237  C25 1.090
5 H -0.69885 3.44664 0.44852  C9 1.090
6 H -2.52138 -5.03522 2.39840  C25 1.090
7 O 0.98366 -3.26256 -0.07300  C22 1.214
8 C -0.42787 5.53782 0.55555  C9 1.504, H11 1.090, H13 1.090, H24 1.090
9 C 0.11359 4.13932 0.66816  H5 1.090, C8 1.504, O15 1.419, H27 1.090
10 F 3.51421 2.96490 -1.60054  C18 1.362
11 H -0.26414 5.86238 -0.47205  C8 1.090
12 F 1.41905 -6.03567 -1.15750  C1 1.295
13 H -1.49196 5.70907 0.71828  C8 1.090
14 H -0.37103 -3.25536 2.31678  C17 1.090
15 O 1.25435 3.91440 -0.14517  C9 1.419, C20 1.381
16 F 2.35229 2.65393 -3.36853  C18 1.361
17 C -1.13739 -3.50089 1.58160  H14 1.090, H21 1.090, C25 1.539, O28 1.359
18 C 2.43093 3.45113 -2.26827  F10 1.362, F16 1.361, C20 1.523, F26 1.345
19 F -0.68067 -5.80261 -1.49398  C1 1.289
20 C 1.19092 3.32491 -1.39248  O3 1.226, O15 1.381, C18 1.523
21 H -1.38519 -2.53664 1.13785  C17 1.090
22 C 0.26430 -4.23765 -0.13860  C1 1.537, O7 1.214, O28 1.314
23 H -2.49075 -3.47248 3.18771  C25 1.090
24 H 0.15093 6.22113 1.17698  C8 1.090
25 C -2.46238 -3.96248 2.21447  H4 1.090, H6 1.090, C17 1.539, H23 1.090
26 F 2.64925 4.71531 -2.67157  C18 1.345
27 H 0.44033 4.14839 1.70800  C9 1.090
28 O -0.80454 -4.39089 0.60952  C17 1.359, C22 1.314

Values from the calculation:
Frontier orbital gap: 11.74 eV
HOMO energy: -11.11 eV
Structure (SMILES): CCOC(=O)C(F)(F)F.CCOC(=O)C(F)(F)F

List of natural (NBO) charges in e, atom by atom: atom 1 (C): 0.908, atom 2 (F): -0.301, atom 3 (O): -0.523, atom 4 (H): 0.214, atom 5 (H): 0.205, atom 6 (H): 0.218, atom 7 (O): -0.550, atom 8 (C): -0.637, atom 9 (C): -0.083, atom 10 (F): -0.312, atom 11 (H): 0.217, atom 12 (F): -0.294, atom 13 (H): 0.229, atom 14 (H): 0.195, atom 15 (O): -0.497, atom 16 (F): -0.301, atom 17 (C): -0.079, atom 18 (C): 0.904, atom 19 (F): -0.300, atom 20 (C): 0.687, atom 21 (H): 0.186, atom 22 (C): 0.679, atom 23 (H): 0.213, atom 24 (H): 0.209, atom 25 (C): -0.619, atom 26 (F): -0.297, atom 27 (H): 0.200, atom 28 (O): -0.470

=====

Number 1: E -61521.1585 eV. Number 2: E -12479.5791 eV. Number 3: E -32952.4934 eV.